Computed, not measured: a structure of composition C7H10N2O3S at a distorted geometry, with wB97M-V/def2-TZVPD.

Structure (XYZ):
```
23
C7H10N2O3S wB97M-V/def2-TZVPD
S 1.12755 -1.14964 0.99029
O -0.16388 -0.96251 -1.39618
O -1.15998 2.62041 -1.02360
O 0.37467 1.86264 -2.33634
N 0.63170 -2.77930 0.93112
N -0.12422 2.02146 -1.23442
C -1.47768 -0.39270 0.45459
C -1.80887 0.49300 1.39688
C -0.14330 -0.45702 -0.16486
C 0.53623 1.40113 -0.12721
C 0.15633 1.94299 1.19701
C 1.04819 -1.19897 -2.09874
C -0.91956 1.53529 1.86957
H -1.18241 2.01529 2.80110
H 0.33697 -3.10900 1.84232
H 1.85170 -1.47807 -1.41318
H 1.59421 1.25894 -0.32096
H -2.79478 0.45411 1.83531
H 0.84017 -2.01866 -2.78490
H 1.33021 -0.30688 -2.66119
H 0.75383 2.76744 1.56399
H -2.17268 -1.14634 0.11422
H 1.36561 -3.37362 0.56520
```

**Energy relative to the best compared isomer or geometry (same formula, charge and spin)**: 118.46 kcal per mole
**E_LUMO**: -0.0032 Ha
**HOMO-LUMO gap**: 8.6 eV
**Multiplicity**: 1
**E**: -1005.96225 hartree

Atomic partial charges in e from the Mulliken method, atoms 1 to 2: 0.020 -0.405


Computed, not measured: a structure of composition C7H10N2O3Sn at a distorted geometry, with wB97M-V/def2-TZVPD.

Structure (XYZ):
```
23
C7H10N2O3Sn wB97M-V/def2-TZVPD
Sn -3.21596 -0.36945 -7.73011
O -2.61103 -6.03570 -2.15353
O 1.50003 -1.95192 -6.94074
O -2.77361 -1.31657 -5.01758
N -0.18408 -1.43401 -8.21954
N 0.00034 -3.50413 -7.33740
C -2.74624 -3.64074 -2.29952
C -2.63970 -4.94134 -4.28236
C -2.79192 -2.43888 -3.02231
C -2.67474 -3.77912 -5.06675
C -2.61385 -2.49891 -4.40025
C 0.56188 -2.33506 -7.52974
C -2.71984 -4.93337 -2.94091
H -2.85245 -1.50837 -2.47745
H -3.07159 -0.64020 -4.40495
H 0.50369 -4.14691 -6.74277
H -0.79981 -3.71632 -7.91604
H -2.51979 -5.85127 -4.85162
H -0.87080 -1.82073 -8.85118
H -2.82242 -3.71639 -1.22486
H -2.68237 -3.91907 -6.13762
H -2.78591 -5.77674 -1.24580
H 0.04114 -0.45071 -8.26937
```

**Energy relative to the best compared isomer or geometry (same formula, charge and spin)**: 71.65 kcal per mole
**E_LUMO**: -0.4246 Ha
**HOMO-LUMO gap**: 3.0 eV
**Multiplicity**: 1
**E**: -821.50131 hartree
**Net charge**: +2

Atomic partial charges in e from the Mulliken method, atoms 1 to 2: 1.346 -0.450


Computed, not measured: a cluster of 2 separate species, C7H10N2O6 in total at a distorted geometry, with wB97M-V/def2-TZVPD.

Structure (XYZ):
```
25
C7H10N2O6 wB97M-V/def2-TZVPD
O -2.56402 -1.72240 0.69495
O 0.35599 1.77765 1.60755
O 0.15304 -3.13088 2.04281
O 0.78647 -1.71017 0.46819
O -3.11608 -1.01932 2.79207
O 1.33492 1.14966 3.57814
N 0.54390 0.74607 -2.36459
N -0.86062 -1.03868 2.00691
C -2.44442 -1.31608 1.82076
C 1.68556 -0.12183 -2.43783
C 0.67746 1.95659 -1.48649
C 0.16891 -2.07196 1.44559
C 0.53988 1.10198 2.64923
C -0.60960 0.12031 2.72000
C -0.65630 -0.00746 -1.91706
H -1.24714 -0.13865 -2.85545
H -1.48251 0.29228 3.30417
H 1.44804 -1.23082 -2.76582
H 0.02308 2.68991 -1.96884
H 2.41565 0.22034 -3.11877
H 0.41109 1.67233 -0.50795
H 2.19314 -0.23923 -1.42737
H -0.41980 -0.92740 -1.48537
H 1.77884 2.31173 -1.63545
H -1.11547 0.63602 -1.15937
```

**E_LUMO**: 0.2177 Ha
**HOMO-LUMO gap**: 7.9 eV
**Multiplicity**: 1
**E**: -833.69271 hartree
**Net charge**: -2

Atomic partial charges in e from the Mulliken method, atoms 1 to 2: -0.625 -0.679


Computed, not measured: an isolated molecule of C7H10N2S2 at a distorted geometry, with wB97M-V/def2-TZVPD.

Structure (XYZ):
```
21
C7H10N2S2 wB97M-V/def2-TZVPD
S -0.23471 -3.46143 2.21004
S 0.07589 -0.57896 2.64574
N -0.09282 -1.05948 -3.25151
N -0.28022 -1.78871 0.15737
C 1.20626 0.24702 -0.35674
C -0.12965 -1.93663 1.53749
C 0.88135 1.72475 -0.51383
C -0.57051 1.86000 -0.13575
C -0.10915 -0.52846 -0.65601
C -0.15017 -0.85031 -2.11308
C -1.21931 0.46741 -0.36103
H 0.16667 -1.42487 3.66286
H 0.95058 2.01381 -1.59705
H -0.63555 2.12530 0.90508
H 1.51256 2.39025 0.09563
H 1.57784 0.08363 0.63302
H -1.88407 0.59639 -1.22358
H -1.85525 0.17347 0.45797
H 2.01250 -0.00664 -1.08007
H -0.15342 -2.70091 -0.31827
H -1.06882 2.65438 -0.69830
```

**Energy relative to the best compared isomer or geometry (same formula, charge and spin)**: 0.00 kcal per mole
**E_LUMO**: 0.0056 Ha
**HOMO-LUMO gap**: 8.9 eV
**Multiplicity**: 1
**E**: -1178.59078 hartree
**Structure (SMILES)**: N#CC1(NC(=S)S)CCCC1

Atomic partial charges in e from the Mulliken method, atoms 1 to 2: -0.342 -0.128


Computed, not measured: the ion C7H10N3 with charge +1 at a distorted geometry, with wB97M-V/def2-TZVPD.

Structure (XYZ):
```
20
C7H10N3 wB97M-V/def2-TZVPD
N 0.78869 0.76018 0.46686
N -0.14223 -1.10880 -0.33168
N -1.74812 0.38899 -0.12359
C 3.22480 0.15834 0.38095
C 1.25826 -1.30138 -0.24847
C -2.46247 1.53475 0.30936
C 1.82359 -0.16707 0.20266
C -1.18898 -1.62240 -0.99833
C -0.44882 0.12906 0.07659
C -2.16031 -0.70516 -0.80526
H -3.17633 -0.84857 -1.05364
H 3.61690 0.12999 1.41033
H -1.21501 -2.60147 -1.26273
H -3.36156 1.08835 0.89000
H 1.67576 -2.26620 -0.40109
H 3.49683 1.13705 0.06253
H -2.80847 2.12432 -0.52657
H -1.87857 2.12127 0.99130
H 3.92952 -0.47990 -0.21316
H 0.77653 1.52863 1.17393
```

**Energy relative to the best compared isomer or geometry (same formula, charge and spin)**: 12.75 kcal per mole
**E_LUMO**: -0.1004 Ha
**HOMO-LUMO gap**: 10.3 eV
**Multiplicity**: 1
**E**: -436.74589 hartree
**Net charge**: +1
**Structure (SMILES)**: Cc1cn2cc[n+](C)c2[nH]1

Atomic partial charges in e from the Mulliken method, atoms 1 to 2: -0.125 0.217


Computed, not measured: the ion C7H10N3 with charge +1 at a distorted geometry, with wB97M-V/def2-TZVPD.

Structure (XYZ):
```
20
C7H10N3 wB97M-V/def2-TZVPD
N -0.85840 2.02454 0.33654
N -0.43089 -0.03043 1.08991
N -0.74223 -0.40594 -0.24400
C 0.44708 -1.08872 -0.78895
C -0.67706 1.24963 1.30726
C 1.36548 -0.37783 -1.49795
C 0.12271 1.79732 -1.86388
C 1.17121 0.97373 -2.03153
C -0.95681 1.68408 -0.92600
C -0.22988 -0.93078 2.17680
H -1.57785 -0.93226 -0.10507
H -1.24662 -1.44820 2.55410
H -1.88625 1.85071 -1.29135
H -0.56893 1.45111 2.39260
H 2.33636 -0.84490 -1.87928
H 0.42811 -2.24389 -0.55803
H 0.09563 2.49466 -2.56472
H 0.01541 -0.48657 3.07967
H 0.70524 -1.60232 1.93772
H 1.97390 1.10767 -2.84315
```

**Energy relative to the best compared isomer or geometry (same formula, charge and spin)**: 115.33 kcal per mole
**E_LUMO**: -0.1666 Ha
**HOMO-LUMO gap**: 8.9 eV
**Multiplicity**: 1
**E**: -436.58242 hartree
**Net charge**: +1
**Structure (SMILES)**: Cn1cnccccc[nH+]1

Atomic partial charges in e from the Mulliken method, atoms 1 to 2: -0.347 0.071


Computed, not measured: a cluster of 2 separate species, C7H10N3P2 in total at a distorted geometry, with wB97M-V/def2-TZVPD.

Structure (XYZ):
```
22
C7H10N3P2 wB97M-V/def2-TZVPD
P 2.44814 2.44863 -0.25274
P 2.81714 -1.24652 0.81808
N 3.23225 -2.42026 -0.12021
N 0.75777 1.99639 -0.06424
N 2.31693 -0.11138 -0.32423
C -2.99004 -1.69180 -0.08596
C -1.99225 0.48495 -0.03322
C -0.55019 -1.48948 -0.07516
C -0.67741 -0.11440 -0.13126
C -1.72747 -2.26057 -0.19624
C -3.10420 -0.28254 0.04951
C 0.48666 0.72315 -0.18296
H -1.96095 1.49516 0.03385
H -1.76883 -3.27168 -0.16266
H -3.97548 0.30426 0.12676
H 2.34878 3.50202 0.83223
H 0.51309 -1.80494 -0.03399
H 3.02890 1.55548 0.63757
H 2.56390 -0.31780 -1.28301
H 3.65242 -3.28498 0.19479
H -3.79928 -2.27194 -0.13945
H 0.00220 2.76235 -0.25306
```

**Energy relative to the best compared isomer or geometry (same formula, charge and spin)**: 95.89 kcal per mole
**E_LUMO**: -0.1940 Ha
**HOMO-LUMO gap**: 7.7 eV
**Multiplicity**: 1
**E**: -1119.30335 hartree
**Net charge**: +1

Atomic partial charges in e from the Mulliken method, atoms 1 to 2: 0.016 0.218


Computed, not measured: the ion C7H10N4O2S with charge +2 at a distorted geometry, with wB97M-V/def2-TZVPD.

Structure (XYZ):
```
24
C7H10N4O2S wB97M-V/def2-TZVPD
S -3.34800 0.00637 1.28314
O -0.37197 2.85627 -1.46857
O 0.94271 -1.59354 -0.17619
N -1.46902 1.63392 0.02134
N -0.87553 -0.63544 0.60840
N -3.29708 -2.67142 2.13368
N -1.43247 -1.79761 1.13806
C 1.41556 0.63906 -2.21991
C 0.35701 -0.59009 -0.14586
C -2.66651 -1.73400 1.50110
C -1.89505 0.55419 0.55500
C 1.68371 1.34751 0.32864
C -0.29951 1.85260 -0.88632
C 0.75053 0.72725 -0.77404
H -4.14811 -2.55222 2.65418
H 1.07822 1.62873 1.10314
H 2.19125 2.37336 0.08799
H -2.83713 -3.47457 2.52242
H 2.51590 0.57665 0.50310
H 0.82657 -0.10596 -2.70582
H -2.11270 2.37168 0.14911
H 2.47126 0.33887 -1.98129
H 1.41982 1.50175 -2.86204
H -1.05062 -2.65004 0.85408
```

**Energy relative to the best compared isomer or geometry (same formula, charge and spin)**: 0.00 kcal per mole
**E_LUMO**: -0.3277 Ha
**HOMO-LUMO gap**: 9.6 eV
**Multiplicity**: 1
**E**: -1039.71366 hartree
**Net charge**: +2

Atomic partial charges in e from the Mulliken method, atoms 1 to 2: 0.013 -0.354


Computed, not measured: an isolated molecule of C7H10N4O3 at a distorted geometry, with wB97M-V/def2-TZVPD.

Structure (XYZ):
```
24
C7H10N4O3 wB97M-V/def2-TZVPD
O 1.07115 0.71619 -1.35694
O 2.00480 -0.02220 1.59837
O 2.45201 -1.06107 -0.76478
N -0.26625 -0.02209 1.30321
N -2.59210 -0.05059 0.53965
N 0.19228 -1.38093 -1.27783
N -2.26755 -1.03079 -1.42026
C 2.03401 1.71725 -1.09907
C -1.27231 -0.32717 0.38644
C -0.61980 0.35825 2.65412
C 1.20146 -0.51111 -0.63623
C 1.00319 -0.16316 0.92128
C -1.04461 -0.94006 -0.82513
C -3.16522 -0.47990 -0.55038
H -1.64963 0.70535 2.63976
H 0.05426 1.14402 2.99124
H 0.32992 -1.38291 -2.27997
H 1.98063 2.07693 -0.06628
H 2.91572 -0.89182 0.08087
H -0.52707 -0.49985 3.32336
H -2.45396 -1.43144 -2.32425
H 1.78843 2.52766 -1.78163
H 3.04279 1.34798 -1.30011
H -4.21213 -0.39853 -0.75545
```

**Energy relative to the best compared isomer or geometry (same formula, charge and spin)**: 0.00 kcal per mole
**E_LUMO**: 0.0257 Ha
**HOMO-LUMO gap**: 8.3 eV
**Multiplicity**: 1
**E**: -717.50059 hartree
**Structure (SMILES)**: CO[C@]1(O)Nc2[nH]cnc2N(C)C1=O

Atomic partial charges in e from the Mulliken method, atoms 1 to 2: -0.350 -0.694


Computed, not measured: a structure of composition C7H10N5O at a distorted geometry, with wB97M-V/def2-TZVPD.

Structure (XYZ):
```
23
C7H10N5O wB97M-V/def2-TZVPD
O 2.01537 1.17021 -0.62142
N 0.23992 2.22528 1.13629
N 0.75417 -0.50443 -1.37541
N -2.56575 0.09854 1.80238
N -2.26422 1.28902 1.43312
N -0.78314 -1.59694 1.41104
C 0.03725 0.79761 0.68885
C 0.96006 0.40779 -0.45600
C -1.32618 1.42956 0.54850
C -0.49881 -1.32426 -1.33578
C -1.50330 -0.69897 1.86371
C 1.68173 -1.02506 -2.21056
C -0.03978 -0.35235 1.81123
H -0.59356 -1.79880 -0.38369
H 2.06259 1.95261 -0.03985
H 1.94382 -2.08417 -1.63400
H 2.61679 -0.40891 -2.34096
H 1.33622 -1.11011 -3.24807
H -2.90149 1.95640 1.63185
H -0.61221 -1.93377 -2.22220
H -1.35276 -0.58086 -1.27097
H 0.21112 2.40943 2.14122
H 0.58215 -0.31784 2.67072
```

**Energy relative to the best compared isomer or geometry (same formula, charge and spin)**: 236.72 kcal per mole
**E_LUMO (spin up / spin down)**: -0.2065 / -0.2105 Ha
**HOMO-LUMO gap (spin up / spin down)**: 7.7 / 7.6 eV
**Multiplicity**: 1
**E**: -621.17844 hartree
**Net charge**: +1

Atomic partial charges in e from the Mulliken method, atoms 1 to 2: -0.510 -0.924


Computed, not measured: a cluster of 2 separate species, C7H10NPS2 in total at a distorted geometry, with wB97M-V/def2-TZVPD.

Structure (XYZ):
```
21
C7H10NPS2 wB97M-V/def2-TZVPD
S 2.29152 -2.18177 -0.44191
S 2.25310 1.79161 -1.86805
P 1.56210 -0.42344 -0.18849
N 1.93460 0.15946 1.28665
C 1.70844 1.57991 1.63457
C -0.82235 -0.64126 -1.55223
C -2.91303 -0.79621 -0.43941
C -1.06335 -0.46136 0.87278
C -0.24270 -0.43946 -0.29672
C -2.19506 -0.91454 -1.62934
C -2.40644 -0.64497 0.81050
H 0.88068 1.96039 0.98087
H 2.85010 -0.37545 1.49205
H -2.87002 -1.12822 -2.50456
H -4.00599 -0.90915 -0.42914
H 2.53314 2.17047 1.39698
H 1.32323 1.62944 2.59641
H -0.64778 -0.38579 1.82755
H -2.96535 -0.61402 1.66365
H -0.31289 -0.32694 -2.48533
H 3.10805 0.95128 -2.72684
```

**Energy relative to the best compared isomer or geometry (same formula, charge and spin)**: 32.01 kcal per mole
**E_LUMO**: -0.0410 Ha
**HOMO-LUMO gap**: 7.7 eV
**Multiplicity**: 1
**E**: -1465.17141 hartree

Atomic partial charges in e from the Mulliken method, atoms 1 to 2: -0.387 -0.385


Computed, not measured: an isolated molecule of C7H10O at a distorted geometry, with wB97M-V/def2-TZVPD.

Structure (XYZ):
```
18
C7H10O wB97M-V/def2-TZVPD
O -0.56110 0.27815 1.71039
C -0.72051 -0.75814 0.79640
C 1.19152 2.19002 -0.29548
C 0.39013 -2.97128 0.29032
C 0.46322 -1.63002 0.39203
C 0.21900 1.24206 -0.64082
C -0.72869 0.69040 0.39262
C -0.23865 1.00836 -2.15033
H 0.51323 1.43264 -2.81283
H 1.55500 2.22222 0.70142
H -0.52159 -3.60054 0.76125
H 1.37723 -1.08519 0.07360
H -1.22512 1.19586 -2.35216
H -1.67066 -1.25927 0.67534
H -1.69545 1.10726 0.19654
H 1.58063 2.81536 -1.04809
H 0.08071 -0.10106 -2.29084
H 1.03873 -3.58099 -0.29570
```

**Energy relative to the best compared isomer or geometry (same formula, charge and spin)**: 86.96 kcal per mole
**E_LUMO**: 0.0370 Ha
**HOMO-LUMO gap**: 10.1 eV
**Multiplicity**: 1
**E**: -347.82460 hartree
**Structure (SMILES)**: C=C[C@H]1O[C@H]1C(=C)C

Atomic partial charges in e from the Mulliken method, atoms 1 to 2: -0.456 0.149